(1)
Formula: C13H20BFN6OPd
Source: the OMol25 dataset
Level of theory: the ωB97M-V functional and the def2-TZVPD basis

The value obtained for the energy relative to the best compared isomer or geometry (same formula, charge and spin) is 70.9 kJ/mol. Its highest occupied orbital energy is 1.4 eV. The HOMO-LUMO gap is 3.8 eV. The value obtained for the total energy is -1163.7309 hartree.

```
! RIJCOSX wB97M-V def2-TZVPD def2/J DEFGRID3
* xyz -2 1
Pd 0.504 0.453 0.189
C -3.008 -2.915 -0.138
C -1.766 -2.401 -0.572
N -1.423 -1.315 0.104
N -2.426 -1.102 0.985
C -3.387 -2.043 0.862
B -2.426 0.082 1.993
N -2.354 1.444 1.249
C -3.399 2.136 0.749
C -2.907 3.257 0.114
C -1.510 3.153 0.289
N -1.179 2.054 0.961
N -1.298 -0.044 3.042
C -1.370 0.224 4.364
C -0.107 0.070 4.897
C 0.684 -0.298 3.785
N -0.037 -0.361 2.676
H -3.542 -3.779 -0.500
H -1.107 -2.763 -1.350
H -4.261 -2.017 1.494
H -3.498 0.036 2.573
H -4.408 1.770 0.868
H -3.466 4.018 -0.406
H -0.723 3.802 -0.065
H -2.306 0.515 4.816
H 0.197 0.214 5.922
H 1.746 -0.489 3.725
C 1.831 -1.556 -2.459
C 1.652 -0.155 -2.999
O 0.313 0.015 -3.478
C -0.456 0.919 -2.690
C -1.919 0.665 -2.952
H 2.888 -1.736 -2.239
H 1.475 -2.300 -3.183
H 1.280 -1.649 -1.517
H 2.328 0.026 -3.847
H 1.898 0.544 -2.195
H -0.197 1.953 -2.962
H -0.217 0.797 -1.586
H -2.138 0.670 -4.029
H -2.516 1.442 -2.466
H -2.222 -0.298 -2.538
F 2.818 0.788 -0.178
*
```

(2)
Formula: C2H3N3
Source: the OMol25 dataset
Level of theory: the ωB97M-V functional and the def2-TZVPD basis

The value obtained for the energy relative to the best compared isomer or geometry (same formula, charge and spin) is 256.7 kJ/mol. Its highest occupied orbital energy is -10.6 eV. The HOMO-LUMO gap is 11.0 eV. The value obtained for the total energy is -242.1749 hartree.

```
! RIJCOSX wB97M-V def2-TZVPD def2/J DEFGRID3
* xyz 0 1
N -0.809 -0.265 0.444
C -0.618 0.955 -0.083
N 0.641 1.191 -0.472
N 1.344 0.092 -0.260
C 0.502 -0.809 0.276
H -0.455 -1.120 -0.475
H -1.418 1.673 -0.205
H 0.813 -1.718 0.776
*
```

(3)
Formula: C24H66N6O6
Source: the OMol25 dataset
Level of theory: the ωB97M-V functional and the def2-TZVPD basis

The value obtained for the energy relative to the best compared isomer or geometry (same formula, charge and spin) is 130.4 kJ/mol. Its highest occupied orbital energy is -8.7 eV. The HOMO-LUMO gap is 9.2 eV. The value obtained for the total energy is -1733.8465 hartree.

```
! RIJCOSX wB97M-V def2-TZVPD def2/J DEFGRID3
* xyz 0 1
C 0.241 -0.271 -0.441
O -0.912 0.124 0.251
C -1.260 1.483 0.059
C -0.275 2.483 0.668
C -0.938 3.353 1.744
N 0.250 3.392 -0.388
H 0.740 -1.078 0.100
H 0.963 0.537 -0.603
H 0.012 -0.707 -1.425
H -1.430 1.749 -0.992
H -2.228 1.587 0.555
H 0.535 1.933 1.166
H -0.300 4.166 2.082
H -1.160 2.697 2.595
H -1.918 3.710 1.423
H 0.762 4.127 0.090
H 0.925 2.866 -0.934
C -4.617 -2.341 5.941
O -4.998 -2.275 4.591
C -4.003 -2.737 3.708
C -2.880 -1.712 3.493
C -3.464 -0.322 3.435
N -2.133 -1.995 2.264
H -3.821 -1.621 6.169
H -4.303 -3.341 6.265
H -5.489 -2.082 6.543
H -3.601 -3.688 4.076
H -4.504 -2.911 2.751
H -2.176 -1.818 4.323
H -2.809 0.426 2.974
H -3.675 0.116 4.418
H -4.409 -0.246 2.893
H -2.632 -2.349 1.462
H -1.623 -1.161 2.006
C 3.203 -2.751 -2.359
O 2.120 -3.242 -3.060
C 1.392 -2.373 -3.887
C 0.278 -3.165 -4.532
C 0.805 -4.376 -5.301
N -0.563 -2.318 -5.401
H 2.973 -2.288 -1.390
H 3.898 -2.124 -2.933
H 3.834 -3.604 -2.078
H 1.006 -1.511 -3.323
H 2.021 -1.958 -4.697
H -0.342 -3.572 -3.725
H 1.427 -4.959 -4.620
H 1.341 -4.128 -6.215
H -0.053 -4.997 -5.564
H -0.216 -1.358 -5.425
H -1.493 -2.223 -5.009
C 5.351 0.956 0.181
O 5.809 1.751 -0.884
C 4.887 2.726 -1.343
C 3.572 2.196 -1.877
C 3.731 1.199 -3.020
N 2.712 3.292 -2.345
H 6.068 0.146 0.318
H 4.378 0.491 0.000
H 5.314 1.517 1.124
H 4.721 3.443 -0.523
H 5.435 3.258 -2.127
H 3.085 1.672 -1.044
H 4.147 0.289 -2.580
H 4.440 1.600 -3.748
H 2.799 0.915 -3.503
H 2.804 3.434 -3.342
H 2.931 4.160 -1.870
C -0.181 1.371 -4.200
O 0.115 0.526 -5.288
C 0.562 1.254 -6.426
C 1.121 0.303 -7.474
C 1.935 1.072 -8.532
N 0.180 -0.601 -8.130
H -0.900 0.922 -3.520
H -0.600 2.331 -4.532
H 0.741 1.655 -3.677
H -0.317 1.757 -6.853
H 1.365 1.938 -6.131
H 1.913 -0.259 -6.959
H 2.841 1.480 -8.069
H 1.412 1.963 -8.892
H 2.233 0.370 -9.302
H -0.133 -1.319 -7.480
H -0.653 -0.051 -8.335
C -1.424 1.206 5.986
O -2.188 0.420 6.871
C -1.908 0.707 8.230
C -2.675 -0.286 9.099
C -2.063 -1.683 9.044
N -4.120 -0.297 8.796
H -0.342 1.145 6.154
H -1.744 2.249 6.110
H -1.617 0.850 4.979
H -0.830 0.575 8.392
H -2.226 1.730 8.472
H -2.568 0.114 10.113
H -2.725 -2.407 9.513
H -1.137 -1.647 9.624
H -1.854 -1.974 8.016
H -4.297 0.021 7.849
H -4.596 0.368 9.393
*
```

(4)
Formula: C20H28N2OS4SeTa
Source: the OMol25 dataset
Level of theory: the ωB97M-V functional and the def2-TZVPD basis

The value obtained for the energy relative to the best compared isomer or geometry (same formula, charge and spin) is 467.1 kJ/mol. Its highest occupied orbital energy (alpha / beta) is -15.0 / -15.0 eV. The HOMO-LUMO gap (alpha / beta) is 2.5 / 2.5 eV. The value obtained for the total energy is -5013.7516 hartree.

```
! RIJCOSX wB97M-V def2-TZVPD def2/J DEFGRID3
* xyz 3 1
Ta 1.022 0.583 -0.116
C 4.478 -0.045 1.562
C 4.638 1.038 0.511
S 3.729 0.858 -1.068
C 4.419 -0.641 -1.857
C 3.969 -1.978 -1.284
S 2.157 -2.041 -0.947
C 2.018 -2.885 0.675
C 2.763 -2.313 1.875
S 2.751 -0.485 2.061
H 4.960 0.310 2.476
H 4.966 -0.967 1.255
H 5.697 1.128 0.262
H 4.303 2.005 0.881
H 5.508 -0.565 -1.823
H 4.114 -0.543 -2.901
H 4.486 -2.239 -0.365
H 4.167 -2.758 -2.022
H 2.323 -3.923 0.526
H 0.941 -2.863 0.853
H 3.806 -2.626 1.902
H 2.283 -2.703 2.777
S -5.078 -3.407 -0.677
C -3.504 -2.629 -0.297
C -2.590 -2.448 -1.330
C -1.399 -1.807 -1.056
N -1.069 -1.376 0.166
C -1.915 -1.615 1.168
C -3.138 -2.246 0.988
C -6.118 -1.930 -0.803
C -6.535 -1.550 -2.072
C -7.431 -0.483 -2.157
N -7.854 0.111 -1.077
C -7.479 -0.219 0.130
C -6.577 -1.264 0.324
H -2.808 -2.788 -2.329
H -0.683 -1.620 -1.848
H -1.610 -1.293 2.156
H -3.774 -2.438 1.837
H -6.224 -2.064 -2.968
H -7.816 -0.135 -3.108
H -7.919 0.322 0.959
H -6.308 -1.564 1.324
C 0.802 4.462 1.400
C 0.803 4.806 -0.103
C 1.944 3.949 -0.670
O 2.185 2.912 0.301
C 2.054 3.600 1.559
H -0.090 3.890 1.660
H 0.847 5.341 2.035
H 0.991 5.860 -0.293
H -0.153 4.551 -0.562
H 2.860 4.540 -0.760
H 1.722 3.484 -1.633
H 2.947 4.227 1.691
H 2.001 2.865 2.368
Se -0.583 1.603 -1.555
*
```